No. 1
The following is a quantum chemistry calculation of CH2F3NO as an isolated structure, from the OMol25 dataset.

```
8
Properties=species:S:1:pos:R:3:nbo_charge:R:1
C -1.80 0.54 -0.02 1.068
N 0.10 0.56 0.00 -0.680
O -1.88 -0.71 -0.04 -0.331
F -2.24 1.20 -1.07 -0.302
F -2.17 1.18 1.01 -0.287
F -3.47 -1.31 0.05 -0.214
H 0.23 -0.42 -0.42 0.373
H 0.52 0.51 1.06 0.373
```

Values from the calculation:
Gap between HOMO and LUMO (spin up / spin down) (eV): 10.13 / 8.54
Multiplicity: 1
Relative energy (zero: lowest compared OMol25 entry of this formula, charge and spin) (kcal/mol): 96.2

---

No. 2
The following is a quantum chemistry calculation of a 2-piece molecular cluster, C6H15NO overall, from the OMol25 dataset.

```
23
Properties=species:S:1:pos:R:3:nbo_charge:R:1
C 1.15 -1.41 0.55 -0.607
C 0.11 -0.48 1.17 -0.170
C -1.30 -1.04 0.97 -0.609
C 0.39 -0.29 2.66 -0.599
C 0.22 0.95 0.52 0.449
O 1.29 1.48 0.27 -0.536
H 2.15 -0.97 0.58 0.229
H 1.19 -2.37 1.08 0.210
H 0.91 -1.62 -0.50 0.210
H -1.52 -1.19 -0.10 0.215
H -2.06 -0.37 1.36 0.209
H -1.41 -2.01 1.47 0.218
H -0.36 0.36 3.13 0.209
H 1.37 0.17 2.83 0.223
H 0.38 -1.25 3.19 0.216
H -0.72 1.53 0.54 0.120
C 0.02 0.78 -2.59 -0.393
N -0.97 1.71 -3.09 -0.837
H 1.00 1.26 -2.48 0.181
H 0.13 -0.07 -3.28 0.192
H -0.29 0.36 -1.59 0.166
H -0.86 2.61 -2.61 0.352
H -0.82 1.89 -4.08 0.353
```

Values from the calculation:
SMILES: CC(C)(C)C=O.CN
Gap between HOMO and LUMO (eV): 10.15
Multiplicity: 1
Relative energy (zero: lowest compared OMol25 entry of this formula, charge and spin) (kcal/mol): 34.2

---

No. 3
The following is a quantum chemistry calculation of one molecule with the formula C3H2N2O2, from the OMol25 dataset.

```
9
Properties=species:S:1:pos:R:3:nbo_charge:R:1
N -2.60 -0.14 -0.57 -0.247
C -1.61 0.06 -0.04 0.199
C -0.32 0.15 0.70 0.275
O 0.49 -0.98 0.51 -0.466
C 1.44 -0.68 -0.34 0.311
N 1.57 0.49 -0.61 -0.146
O 0.60 1.18 0.18 -0.367
H -0.55 0.25 1.75 0.219
H 1.98 -1.49 -0.90 0.222
```

Values from the calculation:
SMILES: N#C[C@H]1OC=NO1
Gap between HOMO and LUMO (eV): 11.11
Multiplicity: 1
Relative energy (zero: lowest compared OMol25 entry of this formula, charge and spin) (kcal/mol): 68.2

---

No. 4
The following is a quantum chemistry calculation of CH5Cl2N2OPS as an isolated structure, from the OMol25 dataset.

```
13
Properties=species:S:1:pos:R:3:nbo_charge:R:1
C 1.68 0.07 -1.44 0.218
N -0.33 -0.99 1.51 -1.182
N -1.33 0.56 -0.28 -1.161
O 1.44 -0.63 -0.40 -0.753
P -0.78 -0.99 -0.07 1.699
S -1.69 -2.54 -0.80 -0.392
Cl 0.60 -0.29 -2.86 -0.086
Cl 1.18 1.97 -1.07 -0.305
H 2.83 0.23 -1.74 0.222
H -0.26 -1.91 2.04 0.434
H 0.60 -0.65 1.39 0.423
H -0.67 1.26 0.12 0.442
H -1.72 0.90 -1.17 0.441
```

Values from the calculation:
Gap between HOMO and LUMO (eV): 9.29
Multiplicity: 1
Relative energy (zero: lowest compared OMol25 entry of this formula, charge and spin) (kcal/mol): 43.8

---

No. 5
The following is a quantum chemistry calculation of a 2-piece molecular cluster, C4H11NSi overall, from the OMol25 dataset.

```
17
Properties=species:S:1:pos:R:3:nbo_charge:R:1
C 0.79 -3.86 -1.50 -0.547
C -0.13 -2.95 -1.34 -0.078
C 0.98 2.26 -0.48 -1.123
C 0.00 0.61 2.12 -1.122
N -1.78 1.37 -0.09 -1.288
Si -0.15 0.92 0.25 1.375
H 0.59 -4.92 -1.72 0.209
H 1.84 -3.63 -1.43 0.209
H -1.20 -3.05 -1.39 0.159
H 1.85 1.85 -0.98 0.242
H 0.43 2.86 -1.21 0.235
H 1.33 2.93 0.30 0.235
H 0.96 0.19 2.38 0.239
H -0.11 1.55 2.67 0.232
H -0.77 -0.07 2.47 0.238
H -2.01 1.76 -0.99 0.392
H -2.53 0.78 0.23 0.392
```

Values from the calculation:
Gap between HOMO and LUMO (spin up / spin down) (eV): 9.19 / 6.36
Multiplicity: 1
Relative energy (zero: lowest compared OMol25 entry of this formula, charge and spin) (kcal/mol): 93.7

---

No. 6
The following is a quantum chemistry calculation of a 3-piece molecular cluster, C4H15NO2 overall, from the OMol25 dataset.

```
22
Properties=species:S:1:pos:R:3:lowdin_spin:R:1
C 1.30 2.09 2.08 0.002
C 0.25 1.21 1.43 0.001
C 0.73 -0.16 0.98 0.005
C 1.71 0.08 -0.22 0.126
N 1.64 -1.10 -1.14 0.735
H 2.19 2.15 1.46 0.001
H 1.63 1.54 2.98 0.000
H 0.83 2.98 2.47 0.000
H -0.65 1.11 2.07 0.001
H -0.25 1.68 0.57 0.000
H 1.22 -0.63 1.86 0.002
H 0.08 -0.97 0.68 0.003
H 2.79 0.06 -0.03 0.064
H 1.39 0.99 -0.73 0.018
H 1.86 -2.03 -0.75 0.022
H 2.49 -1.05 -1.74 0.015
H -2.44 -0.54 -0.83 0.000
H -1.20 -1.00 -0.54 0.001
O -2.10 -1.37 -0.46 0.004
H -4.20 -2.47 -3.28 0.000
H -4.44 -0.87 -3.48 0.000
O -4.82 -1.72 -3.37 0.000
```

Values from the calculation:
Expectation value of S²: 0.754
Gap between HOMO and LUMO (spin up / spin down) (eV): 9.47 / 3.94
Net charge: +1
Multiplicity: 2
Relative energy (zero: lowest compared OMol25 entry of this formula, charge and spin) (kcal/mol): 52.0

---

The lowest relative energy (zero: lowest compared OMol25 entry of this formula, charge and spin) belongs to which entry?
C6H15NO

---

The highest relative energy (zero: lowest compared OMol25 entry of this formula, charge and spin) belongs to which entry?
CH2F3NO

---

multiplicity of number 3 (C3H2N2O2)?
1